w | DFT (ωB97M-V/def2-TZVPD) results for a structure of composition C16H30O4.

The LUMO energy is 0.82 eV. For the gap between HOMO and LUMO, the calculation gives 10.2 eV. For the molar mass, the calculation gives 286.41 g mol⁻¹.

```
! RIJCOSX wB97M-V def2-TZVPD def2/J DEFGRID3
* xyz 0 1
C -0.092 -1.983 0.634
C -0.870 -2.629 -0.380
H -0.436 2.209 -2.707
H -4.839 -0.637 -1.137
H 6.556 1.098 -0.422
H -2.206 2.502 -0.891
H 0.657 1.512 -0.038
C -4.277 -0.524 0.830
C -2.904 -1.721 -1.056
H -2.239 -0.681 -0.952
H -2.780 -3.630 -0.733
H 1.181 1.570 -2.398
H -0.626 -2.368 -1.299
H 5.549 0.810 1.666
H -0.914 2.114 1.864
H 2.875 0.861 -0.265
H 5.331 0.575 -1.329
H -4.954 -2.160 -0.341
C -2.440 -2.690 -0.382
H -2.936 -1.503 -1.984
O -2.451 0.888 1.215
O 1.591 -1.412 -1.010
C -1.317 2.638 -0.189
H 4.950 2.095 0.689
H -3.671 -1.103 1.517
O 1.947 -1.441 1.457
C -4.297 -1.099 -0.382
O -4.329 1.693 0.559
C -1.678 2.330 1.026
C -3.790 0.863 0.958
H -0.422 0.688 -0.890
C 0.292 2.238 -1.970
C 1.243 -1.523 0.099
H -0.835 -0.937 1.010
H 0.834 3.311 -2.293
H -2.491 3.083 1.387
C 5.763 0.550 -0.340
H -0.178 -2.465 1.648
C 5.053 1.106 0.730
H -2.607 -2.796 1.043
C 3.622 0.689 0.738
H 5.896 -0.427 -0.413
H -0.907 3.789 -0.306
H -5.246 -0.393 1.381
H 3.719 -1.559 0.249
H 3.955 -1.334 1.803
H 2.858 0.979 1.574
C -0.197 1.687 -0.875
H -0.377 -3.930 -0.113
C 3.438 -0.933 1.019
*
```

x | DFT (ωB97M-V/def2-TZVPD) results for the molecule C16H30O4.

The LUMO energy is 0.88 eV. For the gap between HOMO and LUMO, the calculation gives 11.0 eV. For the molar mass, the calculation gives 286.41 g mol⁻¹. As for the SMILES: CCCCOC(=O)CCCCCCC(=O)OCCCC.

```
! RIJCOSX wB97M-V def2-TZVPD def2/J DEFGRID3
* xyz 0 1
H -3.535 1.596 -3.573
C 4.157 2.262 2.516
C -0.311 1.878 -1.063
H -0.205 2.636 1.649
H -2.763 3.112 -1.732
H -1.766 1.713 -3.478
H -4.266 -4.194 -0.464
C 1.816 2.229 2.144
C 4.942 1.126 1.863
C -3.075 -2.435 -0.800
C 0.740 1.576 0.006
C -1.736 1.602 -0.587
H 5.863 0.985 2.430
O -1.596 -0.798 -3.121
H 0.987 3.595 0.730
C -2.564 -0.143 -2.832
C -3.208 -3.926 -0.504
C -2.805 2.029 -1.594
O 3.023 2.623 1.728
H -2.017 -2.166 -0.847
H -3.540 -1.855 0.001
H -1.923 2.136 0.347
H -1.478 -4.053 0.783
O 1.609 1.637 3.171
C -2.660 1.359 -2.966
H -3.787 1.779 -1.187
C 4.983 -1.318 1.241
H -2.990 -3.749 1.638
H 4.405 -2.238 1.218
H 5.292 -1.082 0.226
O -3.700 -0.657 -2.353
C -3.734 -2.065 -2.126
H 5.209 1.421 0.846
H 3.252 -0.047 1.227
H -2.641 -5.360 1.009
H 3.813 1.967 3.513
H -0.101 1.247 -1.928
C -2.538 -4.295 0.814
C 4.154 -0.182 1.827
H -3.226 -2.573 -2.952
C 0.756 2.611 1.138
H -4.793 -2.330 -2.123
H 4.774 3.162 2.589
H -0.223 2.922 -1.373
H 1.727 1.564 -0.461
H 0.552 0.586 0.427
H 5.875 -1.488 1.840
H -2.751 -4.495 -1.317
H 3.840 -0.441 2.840
H -1.838 0.535 -0.381
*
```

Which structure wins on stability? x wins.

w | DFT (ωB97M-V/def2-TZVPD) results for a cluster of 2 separate species, C2H3N3S in total.

The LUMO energy is -0.68 eV. For the gap between HOMO and LUMO, the calculation gives 7.6 eV. For the molar mass, the calculation gives 101.13 g mol⁻¹. As for the SMILES: [H]/N=N/N=S.C#C.

```
! RIJCOSX wB97M-V def2-TZVPD def2/J DEFGRID3
* xyz 0 1
H -2.624 -2.780 0.677
N 2.042 1.193 -0.136
S 1.233 -1.376 -0.364
C -2.261 -1.860 0.281
N 1.648 0.069 -0.068
H -1.896 0.216 -0.455
N 1.694 2.319 0.145
C -2.162 -0.843 -0.393
H 2.326 3.062 0.314
*
```

x | DFT (ωB97M-V/def2-TZVPD) results for a structure of composition C2H3N3S.

The LUMO energy (alpha / beta) is -0.67 / -0.67 eV. For the gap between HOMO and LUMO (alpha / beta), the calculation gives 7.4 / 7.4 eV. For the molar mass, the calculation gives 101.13 g mol⁻¹.

```
! RIJCOSX wB97M-V def2-TZVPD def2/J DEFGRID3
* xyz 0 1
H 0.403 -1.701 1.148
S 2.108 -0.456 -0.359
N -1.668 -0.045 -0.549
C 0.559 -0.742 0.582
H -0.340 2.058 -0.494
H -1.994 -0.948 -0.709
N -0.411 -0.002 -0.169
C 1.210 0.674 0.740
N 0.134 1.163 -0.191
*
```

y | DFT (ωB97M-V/def2-TZVPD) results for the molecule C2H3N3S.

The LUMO energy is 0.60 eV. For the gap between HOMO and LUMO, the calculation gives 9.3 eV. For the molar mass, the calculation gives 101.13 g mol⁻¹. As for the SMILES: [H]/N=C\NN=C=S.

```
! RIJCOSX wB97M-V def2-TZVPD def2/J DEFGRID3
* xyz 0 1
C -0.799 -0.955 -0.494
H 0.985 -1.307 -0.660
N 0.097 -1.722 -0.938
N -0.787 0.298 0.127
C 1.244 1.475 0.645
H -1.702 0.520 0.527
N 0.135 1.085 0.625
H -1.847 -1.391 -0.612
S 2.673 1.996 0.781
*
```

z | DFT (ωB97M-V/def2-TZVPD) results for the molecule C2H3N3S.

The LUMO energy is 0.07 eV. For the gap between HOMO and LUMO, the calculation gives 9.8 eV. For the molar mass, the calculation gives 101.13 g mol⁻¹. As for the SMILES: [H]/N=C(\C#N)NS.

```
! RIJCOSX wB97M-V def2-TZVPD def2/J DEFGRID3
* xyz 0 1
H 1.548 -1.073 0.320
C 0.252 0.503 0.312
N -1.730 1.568 -1.019
N 0.490 -0.832 0.164
N 0.611 1.222 1.299
H 0.363 2.094 0.951
C -0.827 1.045 -0.534
S -0.110 -1.636 -1.162
H -0.597 -2.891 -0.331
*
```

Which structure wins on stability? y wins.

w | DFT (ωB97M-V/def2-TZVPD) results for a structure of composition C21H28N4O3S.

The LUMO energy is -0.17 eV. For the gap between HOMO and LUMO, the calculation gives 8.4 eV. For the molar mass, the calculation gives 416.55 g mol⁻¹.

```
! RIJCOSX wB97M-V def2-TZVPD def2/J DEFGRID3
* xyz 0 1
H 0.179 -5.804 -2.137
N 0.065 -2.628 -2.019
H 1.700 2.666 4.606
C -0.367 6.292 3.961
C 0.224 5.239 4.402
C -0.979 5.163 2.217
C 2.283 -1.235 0.687
N 0.470 0.070 1.561
O 1.511 -4.081 -0.945
C -1.141 -5.024 -4.015
C -0.632 -6.164 -3.190
H 0.462 -5.326 -5.270
H -3.374 6.714 1.595
C 0.980 0.578 2.726
H 0.880 -1.608 1.927
H -2.944 -4.339 -2.765
H 1.054 -4.275 -3.878
N 1.028 2.888 3.833
H 3.365 -2.619 -1.617
O -1.908 7.593 2.719
H -3.323 8.444 1.653
N -0.673 2.077 0.886
C -2.730 7.478 1.643
H 2.939 -0.711 1.430
H 2.422 -1.722 -2.830
C 1.231 -2.998 -1.585
C 0.379 4.104 3.809
C 0.692 2.098 2.804
H 2.635 -2.130 0.770
C -1.647 -3.743 -3.249
H 0.162 -1.809 -2.425
S -1.199 0.059 -0.644
H -0.175 7.237 4.757
H 3.220 -0.230 -1.066
O 1.860 0.017 3.530
H -1.564 2.384 0.306
C -0.417 3.932 2.646
H -0.984 -4.333 -1.269
C -0.438 0.945 0.621
H -2.019 -2.631 -1.415
C -1.129 6.317 2.999
H -1.845 5.102 1.462
H -1.941 -2.982 -3.831
H 1.522 -0.385 -1.028
C -0.266 2.541 2.192
C 0.210 -4.408 -4.424
H 0.885 5.314 5.418
C 2.420 -2.128 -1.662
C 0.758 -1.221 1.185
C -1.081 -3.423 -1.816
H 0.008 -1.776 0.575
H -2.090 7.460 0.731
H -1.670 -5.170 -4.831
H 0.140 -3.577 -5.095
C 2.541 -0.948 -0.691
H -1.485 -6.372 -2.425
H -0.201 -6.911 -3.531
*
```

x | DFT (ωB97M-V/def2-TZVPD) results for the molecule C21H28N4O3S.

The LUMO energy is 0.33 eV. For the gap between HOMO and LUMO, the calculation gives 9.1 eV. For the molar mass, the calculation gives 416.55 g mol⁻¹. As for the SMILES: C[C@H](NC(=O)[C@H]1N2C(=O)c3ccccc3[C@@H]2SC1(C)C)C(=O)N1CCN(C)CC1.

```
! RIJCOSX wB97M-V def2-TZVPD def2/J DEFGRID3
* xyz 0 1
H -2.036 4.806 -0.006
H 1.952 -2.104 -3.523
H -0.545 -0.535 6.268
H -3.079 1.042 -0.618
S -0.782 2.655 1.715
H 3.362 -4.254 -3.718
H 3.402 -5.289 -2.272
N 1.973 -0.869 -1.103
C -1.106 0.148 3.036
H 0.450 0.735 4.390
C -2.201 -1.263 5.131
C -2.781 -0.359 1.485
C -1.928 3.855 -0.523
O 3.309 0.896 -0.724
C 2.892 -1.768 -0.431
C -2.287 -0.575 2.863
C -2.850 -1.288 3.906
H -4.291 2.952 0.486
C 2.780 -4.611 -2.855
C 2.303 0.431 -1.231
C 1.436 -2.627 -2.696
H -0.941 3.822 -0.974
N 2.327 -3.537 -2.000
N 0.170 1.539 -1.070
N -1.797 0.380 0.849
H 4.028 -2.278 -2.194
C -1.026 -0.543 5.302
H 2.782 2.529 -2.972
H -3.764 -1.840 3.757
H -3.659 2.057 1.870
O -3.815 -0.715 0.976
H 0.186 -0.935 -2.231
H 2.346 3.137 -1.379
H 2.355 -2.284 0.372
C -2.097 1.312 -0.212
H 1.915 -5.161 -3.222
H 0.244 0.495 1.390
H -2.672 3.802 -1.315
H -3.442 3.805 1.782
C -2.149 2.708 0.452
H 0.921 0.881 -2.874
H 1.231 3.352 -2.748
H 4.085 -3.497 -0.895
C -0.753 0.791 1.738
C -0.459 0.170 4.254
C 3.432 -2.797 -1.421
H 3.704 -1.173 -0.011
C 1.953 2.683 -2.286
C -1.081 1.138 -1.350
C 0.881 -1.593 -1.715
H 0.336 -2.118 -0.922
H 0.607 -3.200 -3.115
O -1.393 0.603 -2.395
C -3.468 2.890 1.195
H 0.360 2.059 -0.221
C 1.299 1.346 -1.960
H -2.616 -1.808 5.966
*
```

Which structure wins on stability? x wins.